Density functional theory data (the ωB97M-V functional and the def2-TZVPD basis) for a cluster of 2 separate species, C5H13N2S in total.

The calculation puts the energy relative to the best compared isomer or geometry (same formula, charge and spin) at 0.00 kcal/mol. For the HOMO-LUMO gap (spin up / spin down), the calculation gives 9.54 / 6.47 eV. The largest force on an atom is 0.7 eV/A. The highest occupied orbital energy (spin up / spin down) is -8.63 / -8.63 eV. As for the multiplicity: 2.

Each line ends with the Löwdin charge.
Geometry (Å):
C (1.578, -2.038, 2.577)  -0.128
C (2.434, -1.990, 1.318)  -0.349
C (1.987, -0.906, 0.330)  -0.608
S (0.329, -1.214, -0.300)  0.730
H (1.814, -1.226, 3.264)  0.075
H (1.671, -2.995, 3.082)  0.071
H (0.526, -1.924, 2.315)  0.044
H (3.495, -1.868, 1.542)  0.103
H (2.328, -2.946, 0.797)  0.094
H (2.654, -0.873, -0.532)  0.071
H (2.021, 0.078, 0.802)  0.071
C (-0.712, 1.397, -2.312)  -0.136
N (-1.159, 1.647, -0.949)  -0.090
C (-2.329, 2.313, -0.746)  -0.363
N (-3.017, 2.175, 0.318)  0.050
H (0.374, 1.356, -2.363)  0.066
H (-1.099, 0.443, -2.681)  0.069
H (-1.071, 2.200, -2.950)  0.073
H (-0.963, 0.899, -0.296)  0.018
H (-2.606, 2.993, -1.555)  0.116
H (-3.801, 2.823, 0.300)  0.022

***

Density functional theory data (the ωB97M-V functional and the def2-TZVPD basis) for a cluster of 2 separate species, C5H13N2S in total in a non-equilibrium geometry.

The calculation puts the energy relative to the best compared isomer or geometry (same formula, charge and spin) at 93.06 kcal/mol. The net charge is +1. For the HOMO-LUMO gap (spin up / spin down), the calculation gives 8.28 / 8.27 eV. The largest force on an atom is 3.5 eV/A. The highest occupied orbital energy (spin up / spin down) is -12.58 / -12.58 eV. As for the multiplicity: 1.

Each line ends with the Löwdin charge.
Geometry (Å):
C (1.910, -1.194, 0.409)  -0.099
C (1.073, -2.431, 0.766)  -0.074
C (0.819, -0.399, 1.040)  -0.063
C (-1.119, 2.623, -1.628)  -0.088
C (-0.796, 1.994, -0.266)  -0.379
N (-0.568, 0.609, -0.517)  -0.444
N (0.009, -1.541, 1.317)  -0.011
S (-1.819, -0.424, -0.596)  0.901
H (2.867, -1.111, 0.927)  0.129
H (2.078, -1.019, -0.651)  0.125
H (0.728, -3.040, -0.064)  0.131
H (1.509, -3.066, 1.534)  0.137
H (0.887, 0.448, 1.695)  0.128
H (-0.397, 2.286, -2.370)  0.080
H (-2.117, 2.334, -1.958)  0.070
H (-1.074, 3.706, -1.551)  0.081
H (0.142, 2.411, 0.108)  0.113
H (-1.599, 2.194, 0.452)  0.108
H (-0.909, -1.476, 0.674)  0.022
H (-0.318, -1.704, 2.271)  0.190
H (-1.305, -1.199, -1.590)  -0.056

***

Density functional theory data (the ωB97M-V functional and the def2-TZVPD basis) for a cluster of 2 separate species, C5H13N2S in total in a non-equilibrium geometry.

The calculation puts the energy relative to the best compared isomer or geometry (same formula, charge and spin) at 69.25 kcal/mol. The net charge is +1. For the HOMO-LUMO gap, the calculation gives 9.73 eV. The largest force on an atom is 4.8 eV/A. The highest occupied orbital energy is -13.24 eV. As for the multiplicity: 1.

Each line ends with the Löwdin charge.
Geometry (Å):
C (0.066, 0.130, -0.168)  -0.145
C (-0.019, 2.544, -0.137)  -0.036
C (1.832, -1.211, 0.691)  -0.031
C (-0.225, -2.237, -0.344)  -0.004
C (-1.898, 0.148, -0.867)  -0.412
N (0.425, 1.273, 0.384)  0.006
N (0.597, -1.043, 0.042)  -0.164
S (-2.951, -0.412, 0.436)  0.788
H (-0.711, 2.217, -0.986)  0.087
H (-0.576, 3.084, 0.540)  0.065
H (0.817, 3.169, -0.457)  0.107
H (1.829, -1.587, 1.740)  0.131
H (2.396, -0.338, 0.694)  0.058
H (2.343, -1.963, 0.001)  0.142
H (-0.446, -2.342, -1.392)  0.097
H (-1.148, -2.106, 0.250)  0.040
H (0.221, -3.126, -0.022)  0.080
H (-2.004, 1.135, -1.383)  0.044
H (-2.017, -0.590, -1.785)  0.099
H (1.435, 1.143, 0.758)  0.177
H (-3.234, 0.567, 1.274)  -0.130

***

Density functional theory data (the ωB97M-V functional and the def2-TZVPD basis) for a cluster of 2 separate species, C5H13N3 in total.

As for the SMILES: C=C(C)C.N=C(N)N. The calculation puts the energy relative to the best compared isomer or geometry (same formula, charge and spin) at 10.54 kcal/mol. For the HOMO-LUMO gap, the calculation gives 9.91 eV. The largest force on an atom is 0.9 eV/A. The highest occupied orbital energy is -9.24 eV. As for the multiplicity: 1.

Each line ends with the Löwdin charge.
Geometry (Å):
C (1.167, 1.167, 0.508)  -0.074
C (0.474, 2.053, -0.499)  -0.431
C (-0.277, 3.100, -0.189)  0.022
C (0.633, 1.548, -1.908)  -0.077
H (0.583, 0.251, 0.575)  0.054
H (1.209, 1.593, 1.512)  0.073
H (2.197, 0.991, 0.202)  0.081
H (-0.813, 3.654, -0.948)  0.053
H (-0.397, 3.445, 0.829)  0.054
H (0.082, 2.166, -2.614)  0.071
H (0.406, 0.486, -1.972)  0.076
H (1.680, 1.664, -2.214)  0.082
N (-1.190, -2.280, 1.874)  0.114
C (-0.505, -2.584, 0.702)  -0.643
N (-1.352, -3.015, -0.325)  0.098
N (0.757, -2.570, 0.521)  0.091
H (-0.736, -1.571, 2.415)  0.079
H (-2.174, -2.102, 1.772)  0.080
H (-2.123, -2.388, -0.516)  0.082
H (-0.816, -3.206, -1.148)  0.076
H (1.197, -2.403, 1.426)  0.038

***

Density functional theory data (the ωB97M-V functional and the def2-TZVPD basis) for the molecule C5H13N3 in a non-equilibrium geometry.

The calculation puts the energy relative to the best compared isomer or geometry (same formula, charge and spin) at 99.49 kcal/mol. For the HOMO-LUMO gap (spin up / spin down), the calculation gives 7.13 / 8.28 eV. The largest force on an atom is 2.3 eV/A. The highest occupied orbital energy (spin up / spin down) is -7.16 / -7.87 eV. As for the multiplicity: 1.

Each line ends with the Löwdin charge.
Geometry (Å):
C (-0.574, 0.783, -0.979)  0.012
C (-0.428, -0.938, 1.656)  -0.099
C (0.445, -2.160, -0.265)  -0.100
C (-1.449, 1.925, -0.632)  -0.068
N (0.060, -0.881, 0.289)  -0.183
C (0.669, 0.416, -0.315)  -0.761
N (1.067, 1.293, 0.779)  0.084
N (1.557, 0.387, -1.377)  0.115
H (-0.886, 0.143, -1.796)  0.115
H (1.521, 2.105, 0.371)  0.081
H (1.814, 0.830, 1.289)  0.083
H (1.235, -0.204, -2.142)  0.008
H (0.355, -1.281, 2.348)  0.080
H (-0.745, 0.051, 1.975)  0.073
H (0.837, -2.033, -1.273)  0.068
H (1.228, -2.640, 0.339)  0.083
H (-0.414, -2.837, -0.304)  0.081
H (-1.260, -1.645, 1.727)  0.082
H (-2.498, 1.620, -0.594)  0.085
H (-1.160, 2.375, 0.316)  0.070
H (-1.375, 2.692, -1.413)  0.090

***

Density functional theory data (the ωB97M-V functional and the def2-TZVPD basis) for a cluster of 2 separate species, C5H13N3 in total in a non-equilibrium geometry.

As for the SMILES: [H]/N=C(\C)N.C=CNC. The calculation puts the energy relative to the best compared isomer or geometry (same formula, charge and spin) at 103.60 kcal/mol. For the HOMO-LUMO gap, the calculation gives 8.61 eV. The largest force on an atom is 5.2 eV/A. The highest occupied orbital energy is -7.72 eV. As for the multiplicity: 1.

Each line ends with the Löwdin charge.
Geometry (Å):
C (1.471, 1.581, 0.085)  -0.092
N (0.810, 0.396, 0.652)  -0.120
C (1.151, -0.858, -0.008)  -0.242
C (2.011, -1.070, -1.024)  -0.005
H (1.003, 0.338, 1.647)  0.134
H (0.867, -1.701, 0.607)  0.097
H (1.199, 2.456, 0.667)  0.083
H (1.131, 1.751, -0.933)  0.073
H (2.550, 1.432, 0.013)  0.080
H (2.336, -0.279, -1.682)  0.050
H (2.079, -2.079, -1.401)  0.050
C (-1.972, -0.933, 0.946)  -0.065
C (-1.320, 0.319, 0.390)  -0.442
N (-0.857, -0.118, -1.180)  0.011
N (-1.821, 1.484, 0.529)  0.055
H (-0.712, 0.693, -1.768)  0.039
H (-0.686, -1.042, -1.554)  0.044
H (-2.804, 1.457, 0.783)  0.045
H (-2.486, -0.770, 1.894)  0.074
H (-2.698, -1.324, 0.235)  0.079
H (-1.251, -1.732, 1.103)  0.052

***

Density functional theory data (the ωB97M-V functional and the def2-TZVPD basis) for a structure of composition C5H13N3 in a non-equilibrium geometry.

The calculation puts the energy relative to the best compared isomer or geometry (same formula, charge and spin) at 83.47 kcal/mol. For the HOMO-LUMO gap, the calculation gives 7.99 eV. The largest force on an atom is 3.8 eV/A. The highest occupied orbital energy is -7.26 eV. As for the multiplicity: 1.

Each line ends with the Löwdin charge.
Geometry (Å):
C (0.295, -0.419, 1.107)  -0.043
C (-1.338, 1.597, -0.178)  -0.102
C (-1.025, -0.436, -1.486)  -0.090
C (0.107, -1.895, 1.192)  -0.063
N (-0.672, 0.318, -0.309)  -0.171
C (1.074, 0.264, 0.056)  -0.655
N (1.482, 1.581, 0.433)  0.077
N (1.942, -0.416, -0.705)  0.034
H (0.150, 0.137, 2.035)  0.131
H (2.025, 1.558, 1.286)  0.082
H (2.024, 1.993, -0.318)  0.081
H (1.634, -1.365, -0.900)  -0.020
H (-2.421, 1.454, -0.236)  0.079
H (-1.056, 2.072, 0.758)  0.074
H (-0.439, -1.347, -1.579)  0.068
H (-2.090, -0.689, -1.466)  0.086
H (-0.819, 0.148, -2.394)  0.097
H (-1.038, 2.280, -0.986)  0.090
H (-0.892, -2.114, 1.576)  0.086
H (0.217, -2.397, 0.234)  0.064
H (0.840, -2.324, 1.881)  0.094

***

Density functional theory data (the ωB97M-V functional and the def2-TZVPD basis) for a cluster of 3 separate species, C5H13N3 in total in a non-equilibrium geometry.

The calculation puts the energy relative to the best compared isomer or geometry (same formula, charge and spin) at 128.91 kcal/mol. For the HOMO-LUMO gap, the calculation gives 9.48 eV. The largest force on an atom is 3.3 eV/A. The highest occupied orbital energy is -8.78 eV. As for the multiplicity: 1.

Each line ends with the Löwdin charge.
Geometry (Å):
C (-1.312, 0.666, -0.921)  -0.524
N (-2.586, 1.027, -1.520)  0.041
N (-0.460, 1.834, -0.686)  0.042
C (-1.597, -0.003, 0.398)  -0.157
C (-1.340, -1.274, 0.676)  -0.014
H (-0.845, -0.071, -1.596)  0.121
H (-0.233, 2.303, -1.557)  0.070
H (0.417, 1.546, -0.251)  0.050
H (-2.456, 1.363, -2.468)  0.067
H (-3.013, 1.779, -0.986)  0.073
H (-2.007, 0.660, 1.154)  0.108
H (-0.929, -1.947, -0.064)  0.061
H (-1.656, -1.721, 1.610)  0.057
C (3.012, -0.837, 1.441)  -0.030
C (1.987, -0.637, 0.485)  -0.522
N (1.988, -0.705, -0.791)  0.073
H (1.156, -1.019, -1.277)  0.023
H (1.022, -0.373, 1.141)  0.105
H (1.662, -1.284, 1.774)  0.220
H (4.017, -0.984, 1.055)  0.072
H (3.174, -0.323, 2.383)  0.063

***

Density functional theory data (the ωB97M-V functional and the def2-TZVPD basis) for a cluster of 2 separate species, C5H13N3 in total in a non-equilibrium geometry.

As for the SMILES: [H]/N=C(C)/C=N\C.CN. The calculation puts the energy relative to the best compared isomer or geometry (same formula, charge and spin) at 56.11 kcal/mol. For the HOMO-LUMO gap, the calculation gives 8.57 eV. The largest force on an atom is 3.2 eV/A. The highest occupied orbital energy is -8.06 eV. As for the multiplicity: 1.

Each line ends with the Löwdin charge.
Geometry (Å):
C (-0.099, 0.468, -1.903)  -0.141
C (1.322, -2.556, -0.925)  -0.181
C (-1.297, 2.035, 1.963)  -0.045
N (0.822, 0.841, -0.863)  -0.017
N (1.145, -1.378, -0.093)  -0.071
C (-0.803, 0.991, 0.992)  -0.409
N (-1.353, -0.158, 0.826)  0.119
C (0.402, 1.349, 0.257)  -0.178
H (1.806, -1.358, 0.673)  0.077
H (0.183, -1.291, 0.282)  0.039
H (-2.187, -0.306, 1.392)  0.064
H (1.109, 1.988, 0.778)  0.106
H (-0.111, 1.274, -2.638)  0.082
H (-1.106, 0.223, -1.552)  0.066
H (0.322, -0.409, -2.396)  0.060
H (0.594, -2.542, -1.735)  0.058
H (1.180, -3.497, -0.373)  0.062
H (2.330, -2.552, -1.351)  0.072
H (-0.957, 3.028, 1.693)  0.071
H (-0.914, 1.808, 2.963)  0.087
H (-2.388, 2.039, 2.009)  0.079

***

Density functional theory data (the ωB97M-V functional and the def2-TZVPD basis) for a structure of composition C5H13N3 in a non-equilibrium geometry.

The calculation puts the energy relative to the best compared isomer or geometry (same formula, charge and spin) at 60.75 kcal/mol. For the HOMO-LUMO gap, the calculation gives 8.53 eV. The largest force on an atom is 2.9 eV/A. The highest occupied orbital energy is -7.72 eV. As for the multiplicity: 1.

Each line ends with the Löwdin charge.
Geometry (Å):
C (-0.966, 0.730, 0.064)  -0.319
C (-1.368, 0.767, -1.393)  -0.111
C (-1.975, 0.046, 0.961)  -0.119
N (0.066, -1.828, -0.361)  0.059
C (1.069, -1.084, 0.034)  -0.458
N (2.330, -1.492, -0.348)  0.120
N (1.878, 1.246, 0.074)  0.041
C (0.854, 0.314, 0.485)  -0.231
H (-0.504, -2.207, 0.396)  0.048
H (-0.871, 1.764, 0.405)  0.098
H (3.090, -1.141, 0.217)  0.092
H (2.360, -2.481, -0.561)  0.098
H (1.920, 2.077, 0.650)  0.078
H (2.669, 0.917, -0.461)  0.065
H (0.676, 0.365, 1.556)  0.112
H (-2.252, 1.408, -1.518)  0.077
H (-0.561, 1.149, -2.023)  0.072
H (-1.657, -0.213, -1.777)  0.064
H (-1.547, -0.196, 1.938)  0.069
H (-2.388, -0.859, 0.510)  0.067
H (-2.823, 0.718, 1.153)  0.078

***

Density functional theory data (the ωB97M-V functional and the def2-TZVPD basis) for a cluster of 2 separate species, C5H13N3 in total.

As for the SMILES: C/N=C\N.C=NCC. The calculation puts the energy relative to the best compared isomer or geometry (same formula, charge and spin) at 36.78 kcal/mol. For the HOMO-LUMO gap, the calculation gives 10.09 eV. The largest force on an atom is 0.9 eV/A. The highest occupied orbital energy is -9.35 eV. As for the multiplicity: 1.

Each line ends with the Löwdin charge.
Geometry (Å):
C (-2.193, 0.094, 2.072)  -0.141
N (0.496, -0.275, 2.669)  0.084
C (0.027, 0.805, 1.935)  -0.338
N (-1.165, 1.007, 1.563)  -0.044
H (-2.098, -0.881, 1.581)  0.070
H (-3.166, 0.517, 1.843)  0.063
H (-2.074, -0.032, 3.151)  0.073
H (0.200, -1.171, 2.351)  0.074
H (1.472, -0.262, 2.892)  0.076
H (0.762, 1.576, 1.696)  0.111
C (1.967, -1.092, -2.296)  -0.109
C (1.003, -0.096, -1.632)  -0.320
C (-1.027, 0.907, -2.067)  -0.063
N (-0.087, 0.218, -2.563)  -0.041
H (2.720, -1.450, -1.592)  0.062
H (1.390, -1.935, -2.667)  0.064
H (2.479, -0.564, -3.099)  0.066
H (1.566, 0.802, -1.368)  0.107
H (0.579, -0.523, -0.720)  0.089
H (-0.967, 1.267, -1.037)  0.054
H (-1.884, 1.087, -2.710)  0.064

***

Density functional theory data (the ωB97M-V functional and the def2-TZVPD basis) for a structure of composition C5H13N3O in a non-equilibrium geometry.

The calculation puts the energy relative to the best compared isomer or geometry (same formula, charge and spin) at 61.14 kcal/mol. For the HOMO-LUMO gap, the calculation gives 8.92 eV. The largest force on an atom is 2.0 eV/A. The highest occupied orbital energy is -8.13 eV. As for the multiplicity: 1.

Each line ends with the Löwdin charge.
Geometry (Å):
C (0.699, 0.010, 0.283)  -0.477
C (-0.206, 1.830, -1.027)  -0.152
C (0.923, -0.440, 1.715)  -0.044
C (1.996, 0.085, -0.503)  -0.044
N (-0.285, 0.931, 0.110)  -0.093
C (-1.649, -0.563, -0.407)  -0.601
N (-0.359, -1.405, -0.465)  0.145
N (-2.323, -0.668, 0.825)  0.122
O (-2.247, -0.441, -1.461)  0.045
H (-0.493, -2.324, -0.043)  0.118
H (-0.124, -1.536, -1.446)  0.118
H (-1.962, -0.009, 1.504)  0.071
H (-3.316, -0.515, 0.702)  0.093
H (-0.229, 1.316, -1.997)  0.072
H (-1.081, 2.481, -1.002)  0.076
H (0.688, 2.463, -0.991)  0.071
H (2.632, -0.777, -0.301)  0.079
H (1.513, 0.322, 2.228)  0.089
H (1.461, -1.389, 1.769)  0.079
H (-0.008, -0.505, 2.274)  0.065
H (2.550, 0.973, -0.191)  0.093
H (1.821, 0.160, -1.575)  0.076